Computed, not measured: a molecular structure, C23H32CrNSb at a distorted geometry, with ωB97M-V/def2-TZVPD.

Results
E_tot = -2234.94923 a.u.
ΔE to the lowest compared entry with this formula, charge and spin = 0.0 kcal per mole
expectation value of S² = 6.034
2S+1 = 5
LUMO (spin up / spin down) = -0.013 / -0.029 eV
frontier orbital gap (spin up / spin down) = 7.60 / 8.08 eV

Geometry (Å):
Cr: 0.77 0.80 0.55
C: 5.15 0.18 0.35
C: 5.63 1.50 0.39
C: 4.68 2.52 0.40
C: 3.30 2.25 0.44
N: 2.84 0.93 0.45
C: 3.79 -0.04 0.39
C: 2.22 3.27 0.46
C: 2.49 4.65 0.39
C: 1.48 5.60 0.38
C: 0.17 5.18 0.44
C: -0.12 3.81 0.54
C: 0.87 2.85 0.53
H: 5.81 -0.68 0.33
H: 6.68 1.77 0.45
H: 5.01 3.56 0.38
H: 3.35 -1.04 0.45
H: 3.52 4.94 0.35
H: 1.74 6.67 0.38
H: -0.68 5.88 0.40
H: -1.17 3.48 0.63
C: -4.95 1.24 -0.07
C: -3.86 1.17 0.98
Sb: -1.84 0.48 0.29
C: -2.27 -1.62 -0.12
C: -3.70 -2.01 -0.42
C: -2.03 1.46 -1.67
C: -2.56 0.53 -2.74
H: -5.88 1.62 0.34
H: -5.17 0.26 -0.49
H: -4.68 1.88 -0.90
H: -4.08 0.47 1.80
H: -3.61 2.16 1.38
H: -1.88 -2.05 0.79
H: -1.54 -1.85 -0.91
H: -4.36 -1.68 0.37
H: -3.80 -3.10 -0.50
H: -4.07 -1.59 -1.35
H: -1.02 1.82 -1.90
H: -2.70 2.31 -1.51
H: -1.82 -0.23 -2.99
H: -2.72 1.09 -3.66
H: -3.52 0.04 -2.51
C: 2.16 -4.28 1.34
C: 0.97 -3.90 0.45
C: -0.34 -4.51 0.97
C: 1.19 -4.24 -1.03
C: 0.79 -2.45 0.52
C: 0.65 -1.21 0.58
H: 2.35 -5.36 1.39
H: 1.95 -3.91 2.35
H: 3.06 -3.78 1.01
H: -0.31 -5.60 0.98
H: -1.16 -4.16 0.33
H: -0.52 -4.17 1.97
H: 1.23 -5.31 -1.21
H: 2.12 -3.77 -1.36
H: 0.38 -3.81 -1.61

Results of the natural (NBO) charge analysis, in e, for atoms 1 through 8: 0.9344 -0.2792 -0.1303 -0.2482 0.2161 -0.5204 0.0813 -0.0539